No. 1
7
Properties=species:S:1:pos:R:3:forces:R:3:mulliken_charge:R:1 method="wB97M-V/def2-TZVPD" charge=0 e_lumo_ev="-1.7 / -1.7"
C 1.125869 0.129173 0.023604 -0.5 1.1 0.1 -0.776
N -2.407009 -0.179727 0.381887 -1.3 -0.1 -1.7 -0.580
I 2.613294 -1.341200 -0.238988 0.2 -0.1 -0.3 0.208
I 0.775254 1.461852 -1.698998 0.4 -0.5 0.9 0.176
I 1.634982 1.259201 1.897828 -0.6 -0.5 -1.2 0.175
I -0.736433 -1.129194 0.193090 -0.4 0.1 0.2 0.595
H -3.005959 -0.200105 -0.558421 2.2 0.0 1.9 0.202

---

No. 2
148
Properties=species:S:1:pos:R:3:forces:R:3:mulliken_charge:R:1 method="wB97M-V/def2-TZVPD" charge=0 e_lumo_ev=-1.7 smiles="COCCCC[C@](O[C@@](F)(I)CCCO)([C@@](CC(=O)Cl)(O[C@@H](CCCCl)CCC(F)=C(F)F)[C@@H](I)[C@H](C)I)S(=O)(=O)F.CC(C)=O.CC(C)=O.CC(C)=O.CC(C)=O.CC(C)=O.CC(C)=O.CC(C)=O"
C 5.312446 3.656967 4.061127 1.1 -0.1 -0.3 -0.507
O 3.831398 3.634360 3.973634 1.0 -1.2 1.2 -0.336
C 3.300275 2.306269 4.388957 1.6 -0.3 -0.6 -0.157
C 3.525388 1.300573 3.110556 0.0 -1.8 0.8 -0.505
C 2.158133 0.419552 2.719635 0.6 1.8 0.0 1.072
C 1.358793 1.227402 1.492189 2.0 -0.4 0.2 -0.342
C 0.418835 0.206567 0.554748 -1.4 3.2 1.5 -1.121
O -0.305474 0.958037 -0.452669 1.9 0.1 0.5 0.014
C 0.259274 2.048577 -1.136465 0.2 2.8 -2.0 0.175
F 1.683633 2.046823 -1.540976 -2.7 -1.0 1.8 -0.182
I -0.715603 1.950440 -3.165225 0.3 -0.3 0.7 -0.017
C -0.036153 3.575376 -0.623841 1.0 1.1 0.0 0.144
C -1.521585 4.178580 -0.884760 -0.6 1.0 0.7 -0.727
C -2.793479 3.246001 -0.466171 -1.0 0.6 -0.6 1.297
O -3.896596 3.602561 -1.421256 1.0 -2.1 0.0 -0.663
C -0.812778 -0.481415 1.467227 0.7 -2.5 1.0 0.315
C -0.324949 -1.862289 2.275151 0.9 -0.7 -0.6 0.652
C -0.902169 -2.019074 3.790526 -6.0 -5.1 1.5 -0.009
O -1.905365 -2.890156 4.095085 7.1 6.1 -2.3 -0.506
Cl -0.219799 -1.126544 5.312599 -0.4 -1.0 -2.3 -0.179
O -1.018483 0.432749 2.565120 -0.5 -0.8 -1.7 -0.213
C -2.183452 1.176451 2.756804 -2.3 3.4 3.0 1.040
C -2.834339 0.856916 4.265818 -1.0 0.3 0.1 -0.617
C -4.134251 1.848236 4.605617 -0.1 -1.2 0.9 -0.962
C -5.426109 1.582159 3.619662 0.2 0.3 0.5 0.013
Cl -6.587752 3.046823 3.902923 0.9 -1.2 -0.3 -0.250
C -1.766961 2.797865 2.847150 0.3 0.1 -1.1 -0.250
C -0.693942 3.140839 4.032375 -1.6 1.0 1.1 0.189
C -0.173874 4.699689 3.908935 -1.0 1.3 -1.1 0.317
F 0.590680 5.260339 5.047426 -0.9 -2.0 -3.8 -0.323
C -0.460308 5.593350 2.736530 0.8 -0.6 0.9 0.187
F -1.818336 6.178126 2.443122 4.7 -2.7 0.0 -0.245
F 0.641063 5.975766 1.782705 -3.8 0.1 3.4 -0.248
C -2.108451 -0.939181 0.588056 -1.8 2.4 0.4 -0.724
I -1.770389 -2.125835 -1.204167 0.3 0.9 0.4 0.207
C -3.306009 -1.705264 1.410576 0.4 -0.4 -0.1 0.113
C -3.448350 -3.308712 1.151620 -1.3 -1.0 1.2 -0.751
I -5.230831 -0.861328 0.636627 0.9 -0.2 0.3 0.013
S 1.586085 -0.920010 -0.313671 8.2 -5.6 -2.7 1.483
O 3.114430 -0.531158 -0.194553 -6.6 -0.1 -0.2 -0.463
O 1.536661 -2.432866 -0.102101 -1.4 5.0 -0.1 -0.580
F 1.286156 -0.785878 -2.041083 0.1 0.4 3.5 -0.375
H 5.732292 4.762355 3.927011 -1.4 -2.3 0.2 0.225
H 5.826317 2.975545 3.226833 -1.2 1.4 1.7 0.126
H 5.714585 3.269237 5.099362 -1.0 0.7 -1.9 0.261
H 3.994799 1.935549 5.267250 -1.6 0.6 -1.5 0.356
H 2.192082 2.353187 4.786471 2.2 0.3 -1.1 0.013
H 4.006690 1.832232 2.186092 -1.1 -0.8 1.8 0.229
H 4.315636 0.477031 3.459743 -1.6 1.9 -0.8 0.017
H 2.553147 -0.631922 2.395043 -1.1 2.0 0.6 0.307
H 1.499943 0.431033 3.685654 1.1 -0.6 -1.9 -0.429
H 0.769765 2.167628 1.875656 0.7 -2.3 -0.8 -0.970
H 2.272781 1.684466 0.873495 -2.4 -1.3 0.8 0.980
H 0.704783 4.265299 -1.261846 -1.6 -1.8 1.3 0.342
H 0.302928 3.785477 0.501711 -0.8 -0.9 -2.4 -0.141
H -1.711896 4.588219 -1.990322 0.6 -1.3 2.4 0.362
H -1.603396 5.159624 -0.206197 0.3 -2.1 -1.4 0.203
H -2.645322 2.093203 -0.588163 0.1 2.2 0.6 -0.722
H -3.217860 3.565791 0.598155 1.1 -1.0 -2.2 -0.057
H -3.990301 2.814982 -2.047132 0.2 1.7 1.3 0.396
H -0.677937 -2.769443 1.584002 0.6 1.8 2.0 -0.267
H 0.837193 -1.972309 2.347482 -2.2 0.4 0.0 0.586
H -3.085430 1.155723 2.031089 1.9 -0.6 0.6 -0.583
H -3.246929 -0.232153 4.369084 0.9 1.8 -0.4 0.438
H -2.072761 1.012339 5.139158 -1.2 -0.3 -1.9 0.217
H -4.485533 1.509446 5.695206 0.7 0.8 -2.3 0.428
H -3.832107 2.978661 4.712855 -0.7 -2.3 -0.6 0.320
H -5.176393 1.597215 2.474897 -0.6 -0.2 2.4 -0.087
H -6.068850 0.631671 3.947708 1.7 2.1 -0.9 0.321
H -1.235010 3.019744 1.827828 -1.0 -0.3 1.8 -0.558
H -2.734382 3.497602 2.856468 2.2 -1.6 0.2 0.632
H 0.167441 2.339809 3.975527 -1.4 2.0 0.1 -0.312
H -1.218183 3.044757 5.098234 1.2 0.1 -2.3 0.440
H -2.628663 0.067857 0.206945 1.5 -2.3 0.6 0.150
H -3.299161 -1.367981 2.527059 0.0 -1.0 -2.1 -0.075
H -2.461813 -3.930597 1.170786 -1.8 1.5 0.0 0.227
H -4.073251 -3.598597 0.176142 1.6 1.0 2.1 0.378
H -4.110938 -3.732388 2.051183 1.5 1.0 -1.9 0.226
C -3.830515 -5.474718 -4.476409 -0.3 -0.2 0.4 -1.175
C -4.159169 -4.013885 -4.321968 -0.9 0.6 1.1 0.731
C -3.538844 -3.055703 -5.303430 -0.4 0.3 0.6 -0.911
O -4.905808 -3.618271 -3.428254 0.9 -0.6 -1.1 -0.562
H -4.348277 -6.047248 -3.699451 0.1 0.1 -0.2 0.306
H -4.165687 -5.829655 -5.454269 0.2 0.0 0.0 0.350
H -2.754071 -5.627226 -4.364537 0.0 0.0 -0.2 0.294
H -3.861038 -3.302750 -6.318074 0.2 0.0 0.0 0.395
H -2.449428 -3.100403 -5.228401 0.0 -0.1 -0.2 0.289
H -3.864677 -2.036344 -5.070633 0.1 -0.5 -0.1 0.337
C 5.879510 -0.593471 -3.924599 0.4 0.1 -0.3 -1.217
C 5.958143 0.719102 -3.191886 1.0 1.1 -0.1 0.694
C 4.897502 1.003415 -2.162135 0.4 0.4 0.0 -0.737
O 6.854479 1.528236 -3.425527 -0.9 -1.2 0.4 -0.588
H 6.708988 -0.661894 -4.636510 -0.2 0.0 0.2 0.351
H 5.958823 -1.420676 -3.214690 -0.2 0.0 -0.1 0.347
H 4.938461 -0.654821 -4.477020 0.0 -0.1 0.2 0.303
H 4.933077 0.247487 -1.373686 -0.2 0.0 -0.2 0.347
H 3.912718 1.013243 -2.636010 0.0 -0.2 0.2 0.216
H 5.080781 1.985903 -1.714273 0.0 -0.2 -0.1 0.306
C -0.037458 -7.065732 3.218429 -0.5 0.0 0.2 -1.226
C -0.459283 -6.172821 2.082351 -1.4 0.5 -0.1 0.887
C 0.579168 -5.828235 1.048397 -0.3 0.3 -0.2 -1.025
O -1.608211 -5.741316 2.001902 1.5 -0.6 0.1 -0.526
H -0.889376 -7.229220 3.887038 0.2 0.1 -0.2 0.319
H 0.291846 -8.032323 2.828827 0.2 0.1 0.1 0.350
H 0.766427 -6.590192 3.786000 0.1 -0.2 -0.1 0.330
H 0.935889 -6.739588 0.562054 0.2 0.1 0.1 0.507
H 1.410503 -5.297547 1.519254 0.1 -0.2 -0.1 0.256
H 0.132978 -5.177319 0.289004 0.1 -0.1 0.1 0.128
C 7.850899 -1.714459 3.405919 -0.3 0.1 0.4 -1.153
C 7.513672 -0.395718 2.763192 -1.0 1.0 0.6 0.855
C 8.194815 -0.063605 1.462452 -0.2 0.5 0.0 -1.107
O 6.712436 0.380662 3.280839 1.0 -0.9 -0.6 -0.505
H 7.285107 -1.819143 4.337827 0.1 0.0 -0.2 0.294
H 7.577772 -2.534497 2.736988 0.2 0.0 0.0 0.329
H 8.918126 -1.752293 3.638520 0.0 -0.1 -0.2 0.346
H 7.936989 -0.809962 0.706924 0.2 0.0 0.1 0.311
H 9.277341 -0.027858 1.608448 0.0 -0.2 -0.1 0.393
H 7.855327 0.918135 1.115481 0.1 -0.2 0.1 0.244
C -9.482687 -2.791507 1.966637 0.3 0.4 0.1 -1.057
C -8.326680 -3.747674 2.090306 1.6 0.5 0.4 0.825
C -8.604218 -5.206965 1.846128 0.5 -0.2 0.1 -1.120
O -7.198710 -3.351930 2.379745 -1.5 -0.5 -0.3 -0.508
H -9.134584 -1.773127 2.169757 -0.1 -0.2 0.0 0.237
H -9.887303 -2.826912 0.951963 -0.2 -0.1 0.1 0.327
H -10.256707 -3.048257 2.694289 -0.1 -0.1 -0.2 0.347
H -8.969589 -5.350042 0.826140 -0.2 0.0 0.1 0.336
H -9.339063 -5.571348 2.568405 -0.1 0.0 -0.2 0.344
H -7.677976 -5.778093 1.970000 -0.2 0.2 0.0 0.274
C -1.541146 -0.280312 -7.520837 0.0 -0.4 0.4 -0.957
C -3.013833 0.015911 -7.424181 -1.0 -0.7 1.0 0.808
C -3.574067 1.059285 -8.353531 -0.5 0.0 0.2 -1.152
O -3.731860 -0.571878 -6.616935 1.0 1.1 -1.3 -0.504
H -1.277796 -1.053170 -6.790858 -0.1 0.2 -0.1 0.160
H -1.300989 -0.648157 -8.521609 0.1 0.2 0.0 0.353
H -0.965354 0.621638 -7.298450 0.0 0.0 -0.2 0.311
H -3.424599 0.751149 -9.391344 0.2 0.2 0.0 0.332
H -3.088889 2.020911 -8.168242 0.1 -0.1 -0.2 0.328
H -4.648539 1.167962 -8.171449 0.3 0.0 0.0 0.298
C 6.493587 3.447423 -5.407901 -0.6 0.2 -0.1 -0.807
C 6.071762 4.340333 -6.543979 -1.5 0.5 0.1 0.755
C 7.110212 4.684920 -7.577933 -0.3 0.3 -0.3 -1.088
O 4.922833 4.771838 -6.624428 1.4 -0.5 0.0 -0.584
H 5.641668 3.283934 -4.739292 0.3 0.1 -0.2 0.183
H 6.822890 2.480831 -5.797503 0.2 0.2 0.1 0.289
H 7.297471 3.922963 -4.840330 0.1 -0.2 -0.1 0.311
H 7.466933 3.773566 -8.064277 0.2 0.1 0.1 0.303
H 7.941548 5.215607 -7.107076 0.1 -0.2 -0.1 0.312
H 6.664023 5.335835 -8.337327 0.1 -0.1 0.2 0.302

---

No. 3
46
Properties=species:S:1:pos:R:3:forces:R:3:mulliken_charge:R:1 method="wB97M-V/def2-TZVPD" charge=0 e_lumo_ev=0.7
O -1.305566 -1.744783 -2.621120 -0.2 1.1 -0.1 -0.600
O -2.440292 0.057827 -1.856615 0.4 0.0 -0.5 -0.399
O 1.267388 1.396726 -0.859815 -1.0 -0.9 0.7 -0.349
O -0.560802 0.381707 0.938946 1.0 -0.4 -0.6 -0.312
O 2.050353 0.703479 1.584363 0.6 -0.5 -0.2 -0.562
C -2.082392 -1.230921 -1.841537 -0.3 -2.1 0.3 0.483
N -1.651221 -2.297997 0.291593 0.7 1.5 0.5 -0.234
C 2.051266 1.108832 -3.127452 -0.4 -0.1 0.1 -1.309
C -2.449766 1.827930 1.239659 0.3 -0.7 0.2 -1.271
C 3.494586 2.459840 2.473060 0.2 -0.8 -1.1 -1.539
C -3.968326 -1.642060 -0.094079 -0.3 0.9 -1.2 -1.405
C 2.410638 1.182077 -1.664593 1.2 -0.3 0.3 -0.157
C -0.952343 1.726410 1.031354 -0.4 1.4 0.0 0.022
C 2.103309 2.024439 2.020144 0.2 1.1 1.5 -0.004
C -0.504375 -3.220493 0.089574 -0.7 0.7 -0.2 -0.583
C -2.670076 -2.128834 -0.723333 -0.1 -0.3 0.0 0.167
C 0.732981 -2.598275 0.731305 0.2 0.4 0.7 -0.962
C 1.347716 -1.474062 -0.132141 -0.6 0.9 0.2 -0.647
Si 1.011959 0.321147 0.402625 0.1 -1.9 -1.2 0.585
H -1.969355 0.414178 -2.633649 -0.1 0.2 0.3 0.382
H -1.338833 -1.323828 0.486093 0.0 -1.2 0.3 0.296
H 1.397274 1.941245 -3.348457 -0.1 0.4 -0.2 0.302
H 2.898553 1.142849 -3.804873 0.3 0.1 0.1 0.397
H 1.486148 0.215319 -3.358193 -0.1 -0.4 0.1 0.263
H -2.745934 1.185021 2.073459 0.1 0.2 0.1 0.332
H -2.978592 1.448357 0.379041 -0.1 0.0 -0.4 0.110
H -2.769019 2.835853 1.431988 -0.1 0.5 0.1 0.468
H 3.469566 3.388922 3.014867 -0.1 0.4 0.1 0.402
H 3.920395 1.697621 3.112472 0.0 -0.2 0.3 0.334
H 4.171899 2.528499 1.611554 -0.1 0.2 0.2 0.326
H -4.230265 -2.136358 0.828118 0.4 0.0 0.4 0.355
H -3.957065 -0.536798 -0.013323 0.0 -0.7 0.4 0.133
H -4.780975 -1.868237 -0.785253 -0.1 0.1 -0.1 0.436
H 3.058914 2.023515 -1.455038 0.3 0.4 -0.3 0.369
H 3.019594 0.306342 -1.321589 -0.6 0.3 -0.3 0.255
H -0.624249 2.239983 0.100186 -0.5 0.1 0.5 0.328
H -0.392155 2.179543 1.865167 -0.5 0.1 -0.1 0.173
H 1.679037 2.705813 1.278008 0.2 0.1 0.0 0.361
H 1.480235 2.069925 2.913490 -0.3 0.3 0.1 0.262
H -0.793533 -4.148973 0.574467 0.2 -0.3 0.1 0.395
H -0.355830 -3.421193 -0.988568 0.2 0.1 0.4 0.322
H -2.838709 -3.106258 -1.181489 0.0 0.1 -0.2 0.504
H 1.497181 -3.349741 0.969875 -0.3 0.0 -0.2 0.369
H 0.454057 -2.155624 1.712689 -0.1 -0.5 -0.4 0.288
H 0.933904 -1.555782 -1.137036 0.1 0.0 -0.3 0.332
H 2.422718 -1.573182 -0.205944 0.3 -0.2 -0.1 0.583

---

No. 4
85
Properties=species:S:1:pos:R:3:forces:R:3:mulliken_charge:R:1 method="wB97M-V/def2-TZVPD" charge=0 e_lumo_ev=-1.4
Lu 0.167304 0.383480 -0.111909 0.9 -0.7 -1.1 1.924
C -4.052103 -0.372410 -1.420970 -0.2 0.1 -0.1 -1.632
C -2.773310 0.350260 -1.185987 0.0 0.2 -0.2 0.300
N -1.631343 -0.158006 -1.496978 0.1 -0.5 0.1 0.855
N -1.659798 -1.373517 -2.191541 -0.1 0.1 -0.2 -0.968
C -0.797416 -2.266552 -1.873608 -0.2 0.2 0.2 0.314
S 0.318537 -2.271488 -0.523801 0.0 0.1 -0.1 -0.711
S -0.724087 -3.595985 -3.052452 0.0 -0.1 0.1 -0.152
C -0.742962 -5.048030 -1.939096 -0.1 0.3 -0.1 -1.269
C -2.109667 -5.273785 -1.351631 0.1 0.0 0.0 0.790
C -3.056141 -6.030796 -2.035425 0.0 0.0 0.0 -0.495
C -4.331197 -6.205807 -1.517067 0.0 0.0 0.0 -0.530
C -4.677325 -5.619390 -0.304994 0.0 0.0 0.0 -0.435
C -3.740640 -4.857191 0.381415 0.0 0.0 -0.1 -0.753
C -2.462356 -4.686878 -0.138310 0.0 0.0 0.0 -0.013
C -3.077108 1.739605 0.881904 -0.1 0.1 -0.3 1.258
C -4.244640 2.342290 1.344738 -0.1 0.0 0.0 -0.445
C -4.533125 2.394079 2.701208 0.1 -0.1 0.0 -0.906
C -3.639690 1.833430 3.607653 0.0 0.0 0.0 -0.478
C -2.482564 1.214822 3.158202 0.0 0.0 0.2 -0.851
C -2.192810 1.157594 1.800115 0.1 -0.2 0.0 0.466
O -1.063850 0.545131 1.371325 -1.4 0.7 1.3 -0.848
H -4.007634 -0.873938 -2.389668 0.0 0.0 0.0 0.485
H -4.902657 0.307675 -1.375912 0.1 0.0 0.0 0.419
H -4.176603 -1.156806 -0.670343 0.0 0.0 0.0 0.298
H 0.009492 -4.870640 -1.173837 0.0 -0.1 0.0 0.427
H -0.433219 -5.873410 -2.578053 0.0 -0.1 0.1 0.505
H -2.791977 -6.487014 -2.984924 0.0 0.0 0.0 0.361
H -5.059233 -6.794576 -2.062812 0.0 0.0 0.0 0.369
H -5.673956 -5.752371 0.099281 0.1 0.0 0.0 0.383
H -4.004082 -4.390267 1.323773 0.0 0.0 0.0 0.433
H -1.732041 -4.093646 0.401846 0.0 0.0 0.0 0.370
H -4.918698 2.801998 0.624759 0.2 -0.1 0.1 0.243
H -5.441500 2.873760 3.043664 0.0 0.0 0.0 0.425
H -3.840038 1.879393 4.673344 0.0 0.0 -0.1 0.394
H -1.784019 0.758034 3.849252 0.0 0.0 0.0 0.457
S 4.556499 -3.723319 0.128974 -0.2 0.0 0.0 -0.031
C 6.006097 -4.617280 0.060063 0.0 -0.1 0.0 -0.470
C 7.097786 -3.807127 0.077672 0.1 0.2 0.0 -0.556
C 6.745153 -2.429405 0.147930 0.3 0.0 0.0 -0.462
C 5.397470 -2.219561 0.187518 -0.3 0.2 0.0 0.277
C 4.674162 -0.931040 0.238828 0.1 -0.5 0.0 1.050
C 3.276420 -0.895230 0.384961 0.0 -0.2 0.1 -1.136
N 2.555647 0.202597 0.389087 -0.1 0.2 0.0 0.017
C 3.185896 1.394736 0.254448 0.0 0.1 0.0 0.020
C 4.573717 1.473257 0.132603 0.3 0.2 0.0 0.771
C 5.201864 2.764532 0.012211 0.0 -0.2 0.0 -1.138
C 4.468845 3.893488 0.028909 -0.1 0.1 0.0 -1.014
C 3.034442 3.844309 0.150613 0.2 0.3 -0.1 0.983
C 2.233685 5.004293 0.142340 0.3 0.0 0.0 -0.825
C 0.866609 4.909740 0.243226 -0.2 0.2 0.0 0.229
C 0.342102 3.610252 0.370773 -0.2 -0.3 0.2 -0.084
N 1.062856 2.514589 0.353404 0.1 0.0 -0.1 -0.438
C 2.407553 2.606884 0.244384 0.0 -0.1 0.1 -0.355
C -0.074859 6.023821 0.184433 0.1 -0.2 0.1 0.236
C 0.163911 7.369339 0.077074 0.1 0.1 0.0 -0.597
C -1.037520 8.109463 -0.021397 -0.1 0.0 0.0 -0.588
C -2.148741 7.304561 -0.012562 0.0 0.3 0.0 -0.369
S -1.762697 5.665417 0.132110 0.2 0.2 0.0 0.097
C 5.308433 0.277686 0.125707 0.3 0.3 -0.1 -0.590
H 5.970659 -5.697570 0.010204 0.0 0.2 0.0 0.430
H 8.116778 -4.172582 0.047670 -0.1 0.1 0.0 0.398
H 7.477436 -1.629899 0.173599 -0.1 -0.1 0.0 0.366
H 2.727885 -1.819971 0.498967 -0.1 -0.1 0.0 0.576
H 6.280521 2.802362 -0.094972 -0.1 0.0 0.0 0.447
H 4.945928 4.863977 -0.055124 0.0 -0.1 0.0 0.443
H 2.709021 5.973717 0.041695 0.0 0.0 0.0 0.432
H -0.725907 3.483393 0.524425 0.1 -0.1 -0.1 0.242
H 1.151962 7.819913 0.048361 -0.1 -0.1 0.0 0.356
H -1.083404 9.187130 -0.110423 0.0 -0.1 0.0 0.397
H -3.189475 7.588136 -0.090099 0.1 0.0 0.0 0.449
H 6.387780 0.328654 0.023732 -0.1 0.0 0.0 0.371
C 2.797269 -0.661263 -3.021251 0.0 -0.1 0.1 -1.068
C 1.430266 -0.046535 -3.015241 0.1 0.3 0.2 0.549
N 0.611827 -0.392919 -3.995911 -0.2 0.0 -0.1 -0.260
O 1.079757 0.763634 -2.128076 0.4 -0.1 -0.5 -0.537
H 3.143132 -0.864995 -4.034447 0.0 0.0 0.0 0.492
H 2.734169 -1.607938 -2.473959 0.0 0.1 0.0 0.236
H 3.498949 -0.005104 -2.510526 0.0 0.0 0.0 0.184
H 0.849432 -1.147907 -4.615146 0.0 0.0 0.0 0.196
H -0.361170 -0.131057 -3.932657 -0.1 0.0 0.0 0.282
I -4.559179 4.617712 -1.484176 -0.4 0.4 -0.3 -0.643
C -2.767093 1.735686 -0.610384 -0.1 -0.8 0.7 -0.206
H -3.519195 2.347026 -1.121012 0.1 0.1 -0.1 -0.433
H -1.794420 2.192653 -0.813318 0.1 0.1 -0.1 0.285

---

In the order shown, the computed energy above the lowest of the compared OMol25 structures with the same formula, charge and spin values come out to 91.02 373.65 5.30 0.00 kcal/mol.